Below is C16H18N2O6S in the gas phase, with properties calculated with ωB97M-V/def2-TZVPD.

XYZ file:
```
43
Properties=species:S:1:pos:R:3:forces:R:3
C -5.935035 -1.595616 1.437605 0.2 -0.1 0.2
N -5.598948 -0.826049 0.259404 -0.2 -0.2 0.2
C -6.696059 -0.199339 -0.438713 0.0 0.2 -0.2
C -4.300491 -0.615440 -0.033659 0.0 0.1 -0.3
O -3.381458 -1.109253 0.585016 0.2 0.0 0.1
C -4.028734 0.297128 -1.242459 -0.1 0.1 0.3
O -2.641924 0.563424 -1.302686 0.1 -0.1 -0.2
C -2.176567 1.332012 -0.305886 -0.2 0.3 0.2
O -2.893638 1.914478 0.469265 0.1 -0.1 -0.1
C -0.693090 1.415955 -0.296960 0.3 -0.1 0.0
C 0.085592 0.628843 -1.141895 -0.2 0.1 0.1
C 1.465119 0.723979 -1.083574 0.1 0.0 -0.1
C 2.046025 1.599317 -0.186050 0.5 -0.1 0.0
S 3.827588 1.682595 -0.069525 0.1 0.0 0.3
O 4.247892 3.030151 0.167505 -0.1 0.1 0.2
O 4.401949 0.971165 -1.175880 -0.4 0.0 0.1
N 4.046984 0.869854 1.387076 -0.2 0.7 -0.6
C 3.858162 -0.567800 1.330568 0.3 -0.4 -0.1
C 4.853645 -1.262370 0.456763 -0.7 -0.8 -0.4
C 4.706443 -2.168832 -0.549692 -0.1 0.4 0.6
C 6.011590 -2.444792 -1.025946 0.5 0.2 0.2
C 6.849347 -1.682976 -0.276213 0.1 -0.6 -0.7
O 6.159467 -0.968985 0.629709 -0.1 0.4 0.5
C 1.287727 2.386826 0.658915 -0.1 0.1 0.1
C -0.090537 2.294716 0.602613 -0.1 -0.1 -0.1
H -6.464674 -0.972593 2.160932 0.0 0.0 0.0
H -5.008306 -1.952922 1.881398 -0.1 0.0 0.0
H -6.560976 -2.448006 1.167132 0.0 0.0 0.0
H -7.615678 -0.715853 -0.170034 0.0 0.0 -0.1
H -6.567195 -0.270083 -1.518419 -0.1 0.0 0.0
H -6.798600 0.854316 -0.162257 -0.1 0.0 0.0
H -4.281726 -0.205373 -2.177765 0.0 0.1 0.1
H -4.585243 1.235123 -1.141986 0.0 -0.2 -0.1
H -0.393796 -0.051745 -1.826918 0.0 -0.1 -0.1
H 2.107646 0.139044 -1.723349 0.0 -0.1 -0.1
H 4.939737 1.129126 1.783197 0.2 0.2 0.0
H 2.852818 -0.752497 0.945770 0.1 -0.2 0.1
H 3.914396 -0.947060 2.357437 -0.1 0.1 -0.1
H 3.787043 -2.584396 -0.907296 -0.3 0.0 -0.1
H 6.280197 -3.111296 -1.819305 0.1 -0.1 -0.2
H 7.914051 -1.561118 -0.285735 0.1 0.1 0.1
H 1.791004 3.057803 1.335898 0.0 0.1 0.1
H -0.721768 2.888536 1.246005 0.0 0.0 0.1
```
Forces are in eV/Å.

Values from the calculation:
orbital gap	8.5	eV
structure (SMILES)	CN(C)C(=O)COC(=O)c1ccc(S(=O)(=O)NCc2ccco2)cc1
HOMO	-0.3131	hartree


Below is 2 unconnected molecules or ions with the total composition C10H22O3S, with properties calculated with ωB97M-V/def2-TZVPD.

XYZ file:
```
36
Properties=species:S:1:pos:R:3:forces:R:3
O -0.192318 3.204755 1.726867 1.6 -1.4 -0.2
C 0.703474 2.391115 1.658538 -1.8 1.3 0.5
O 1.168618 1.886786 0.489246 -0.2 0.4 -0.2
O 1.316606 1.866012 2.740749 -0.3 0.3 -0.2
C 1.184822 0.444395 2.840729 0.4 -0.3 0.5
C 2.505206 -0.322664 2.716797 -0.2 0.4 -0.6
C 3.753646 0.516565 2.550406 -0.1 -0.5 0.5
S 4.186001 1.580278 3.952360 0.3 0.4 0.1
H 2.119099 2.019868 0.497258 0.4 -0.3 -0.1
H 0.469849 0.086562 2.120896 -0.2 -0.1 -0.4
H 0.750651 0.249760 3.806786 -0.2 0.1 0.5
H 2.436353 -0.941914 1.833533 0.0 -0.3 -0.4
H 2.626814 -1.004615 3.538184 0.0 -0.2 0.5
H 4.572943 -0.166564 2.412765 0.4 -0.3 -0.1
H 3.685495 1.090192 1.642004 0.0 0.6 -0.2
H 3.407511 1.039993 4.896477 -0.1 -0.1 -0.1
C -2.752771 -2.844661 -2.519143 0.0 0.1 -0.1
C -1.791812 -1.811929 -3.102028 0.0 -0.1 0.1
C -0.743277 -1.325679 -2.103281 0.0 0.0 0.0
C -1.307369 -0.611301 -0.874542 -0.1 0.0 0.0
C -2.175773 0.608635 -1.180119 0.1 0.1 0.0
C -1.423217 1.721002 -1.905373 -0.1 0.0 0.0
H -3.328579 -2.436134 -1.687763 0.0 0.0 0.0
H -3.463329 -3.181752 -3.274745 0.0 0.0 0.0
H -2.209244 -3.719377 -2.156553 0.0 0.0 0.0
H -2.358725 -0.964881 -3.495956 0.0 0.0 0.0
H -1.273641 -2.256543 -3.955350 0.0 0.0 0.0
H -0.042273 -0.664314 -2.619594 0.0 0.0 0.0
H -0.152210 -2.183034 -1.765030 0.0 0.0 0.0
H -0.469081 -0.298163 -0.243158 0.0 0.0 0.0
H -1.888307 -1.319134 -0.275465 0.0 0.0 0.0
H -2.560199 1.002977 -0.235777 0.0 0.0 0.0
H -3.051590 0.313193 -1.764383 0.0 0.0 0.0
H -0.571445 2.055313 -1.314840 0.0 0.0 0.0
H -2.073835 2.580663 -2.069700 0.0 0.0 0.0
H -1.058095 1.394595 -2.880793 0.0 0.0 0.0
```
Forces are in eV/Å.

Values from the calculation:
orbital gap	9.6	eV
structure (SMILES)	O=C(O)OCCCS.CCCCCC
HOMO	-0.3391	hartree


Below is C3H6OS2 in the gas phase, with properties calculated with ωB97M-V/def2-TZVPD.

XYZ file:
```
12
Properties=species:S:1:pos:R:3:forces:R:3
C -0.564284 0.058200 2.273610 0.0 -0.8 0.0
S -0.669998 0.683412 0.591210 0.5 -0.6 -0.3
C 0.510768 -0.286039 -0.301502 -0.1 -0.1 1.6
S 1.582192 -1.358495 0.335728 -0.7 0.5 -0.3
C 0.510973 0.083775 -1.740567 1.3 -0.1 -0.7
O -0.588819 0.822396 -2.154520 -1.2 -0.3 -0.8
H -0.763235 -1.045104 2.273330 0.0 1.0 0.1
H -1.332041 0.634619 2.800977 0.0 -0.4 0.0
H 0.397208 0.221441 2.765351 0.0 0.1 -0.3
H 0.778909 -0.794185 -2.350360 -0.5 0.1 0.1
H 1.363019 0.745947 -1.893075 0.3 0.1 0.2
H -1.224692 0.234034 -2.600180 0.3 0.4 0.4
```
Forces are in eV/Å.

Values from the calculation:
orbital gap	8.6	eV
structure (SMILES)	CSC(=S)CO
HOMO	-0.3184	hartree


Below is C4H7NO in the gas phase, with properties calculated with ωB97M-V/def2-TZVPD.

XYZ file:
```
13
Properties=species:S:1:pos:R:3:forces:R:3
C -0.886605 -0.965747 1.729799 0.0 -0.2 0.2
O -0.979455 0.279227 0.995768 -0.1 0.0 -0.2
C -0.624677 0.125679 -0.267627 -0.1 0.1 -0.1
C 0.949358 1.127794 -1.422999 0.1 0.4 -0.1
C 0.675706 -0.394721 -0.595918 0.3 -0.7 0.3
N 1.552730 -1.168263 -0.301201 -0.6 0.4 -0.3
H -0.199026 -1.655272 1.226613 0.0 0.1 0.1
H -1.902050 -1.368253 1.738784 0.2 -0.1 0.1
H -0.548246 -0.760857 2.744842 0.0 0.1 -0.2
H -1.264133 0.636813 -0.972077 0.1 -0.1 0.0
H 0.249191 1.961525 -1.455069 0.2 0.0 0.1
H 1.893504 1.444573 -0.986141 -0.1 -0.1 0.0
H 1.083702 0.737501 -2.434773 0.0 0.0 0.2
```
Forces are in eV/Å.

Values from the calculation:
orbital gap (alpha / beta)	7.3 / 7.3	eV
HOMO (alpha / beta)	-0.2829 / -0.2831	hartree


Below is 10 unconnected molecules or ions with the total composition C3H25N2O10S, with properties calculated with ωB97M-V/def2-TZVPD.

XYZ file:
```
41
Properties=species:S:1:pos:R:3:forces:R:3
N -0.241497 2.299811 1.466242 -0.1 -2.1 -1.7
C -1.195237 1.207121 1.948673 3.1 -0.6 0.6
C -2.444930 1.192411 1.131278 -0.5 1.9 -0.8
S -3.118932 -0.387133 0.646464 -0.7 -0.6 -0.5
C -0.553427 -0.248116 1.982395 0.0 -1.0 -0.2
N -1.116769 -1.297303 2.767300 -1.1 3.1 0.2
O 0.468060 -0.463998 1.303993 -1.0 -0.5 1.1
H -0.331714 2.172959 0.409466 0.7 0.8 2.0
H 0.765138 2.077060 1.716758 -1.6 0.0 -0.3
H -1.273196 1.472553 2.986701 -0.9 -0.1 0.7
H -3.146704 1.757668 1.745625 -0.5 0.1 -0.3
H -2.243474 1.812226 0.181893 -0.4 -0.8 2.0
H -2.079634 -1.219860 3.245778 2.5 0.0 -1.5
H -0.539735 -2.087702 2.933848 0.3 -0.5 0.0
H -3.480489 1.023090 -1.602652 4.4 0.4 0.8
H -2.655078 2.108532 -2.184826 0.2 3.1 -2.2
O -2.432956 1.392918 -1.668433 -4.8 -3.3 0.3
H -0.467289 2.089512 -1.447624 0.0 1.1 -0.7
H 0.827141 2.504662 -1.593494 5.2 -1.4 0.8
O 0.042225 2.861693 -1.777944 -5.1 1.7 -0.7
H -2.100833 -1.372412 -2.215878 -1.6 0.7 0.0
H -0.872326 -1.645912 -1.432910 -1.6 -0.4 -3.8
O -1.329050 -1.872786 -2.408846 2.9 -0.2 3.8
H 1.388024 -1.382302 -1.593286 -1.3 0.6 0.1
H 1.699280 -2.868075 -1.319946 -1.1 -1.2 0.2
O 2.054078 -2.045540 -1.600555 2.6 1.2 -1.0
H 3.074238 -1.602992 -0.233017 -0.1 0.0 -1.2
H 2.504959 -1.662851 1.153010 2.1 0.4 -1.1
O 3.393953 -1.517921 0.661424 -1.9 -0.3 2.8
H -0.401564 -3.355388 -1.377955 0.4 -0.8 -0.4
H 0.261852 -3.247500 -0.119115 -0.1 1.9 3.8
O 0.341757 -3.748149 -0.865841 -1.1 -1.9 -3.0
H 2.963426 0.109718 2.038507 -0.6 1.2 0.3
H 3.243653 1.456179 1.521356 0.0 0.4 0.0
O 2.744455 1.061524 2.245213 0.8 -1.3 -0.4
H 2.018582 1.343491 -1.594814 2.1 -1.2 -0.5
H 2.385441 0.160523 -2.272640 -4.2 -7.4 -4.3
O 2.810235 0.794880 -1.914267 2.5 8.5 4.7
H 0.199110 0.191607 -0.381176 1.3 -0.9 6.0
H -1.037164 0.596228 -1.295089 -1.0 -0.6 0.6
O -0.123609 0.339573 -1.185619 0.1 0.3 -6.2
```
Forces are in eV/Å.

Values from the calculation:
orbital gap	6.8	eV
total charge	-1
HOMO	-0.1489	hartree


Below is C14H21BrClNO2 in the gas phase, with properties calculated with ωB97M-V/def2-TZVPD.

XYZ file:
```
40
Properties=species:S:1:pos:R:3:forces:R:3
C -4.541667 0.371766 0.874198 0.0 0.0 0.1
O -3.743529 0.330248 -0.278102 0.1 0.0 -0.3
C -2.392726 0.643066 -0.024010 0.3 0.0 -0.2
C -1.610452 0.518781 -1.340608 -0.3 0.1 0.3
N -1.658974 -0.785062 -1.969841 -0.3 -0.2 -0.2
C -1.029720 -1.879415 -1.245824 0.3 0.1 -0.1
C 0.494536 -1.761548 -1.277985 -0.3 -0.2 0.2
C 1.167696 -2.890105 -0.495566 0.3 0.3 0.1
C 2.598346 -2.544964 -0.074532 -0.3 -0.5 -0.4
O 2.622784 -1.699780 1.073345 0.3 0.5 0.1
C 2.339042 -0.380044 0.929702 -0.1 0.2 0.2
C 3.096745 0.534441 0.191387 -0.1 -0.2 0.1
Cl 4.522544 0.020937 -0.646647 0.1 0.0 0.0
C 2.747602 1.873987 0.131900 -0.1 0.0 0.1
C 1.653932 2.364638 0.831451 0.1 -0.2 0.0
C 1.263480 3.805836 0.734503 0.0 0.0 -0.1
C 0.917932 1.482645 1.612039 0.1 -0.1 -0.1
C 1.261350 0.147066 1.648149 0.0 -0.3 0.0
Br 0.234090 -1.059769 2.680685 -0.1 0.1 0.1
H -4.185012 -0.338350 1.631197 0.0 0.0 0.0
H -4.551298 1.377017 1.314697 0.0 0.0 0.0
H -5.549678 0.101109 0.566715 0.0 0.0 0.1
H -1.987434 -0.037332 0.739791 0.0 0.1 0.0
H -2.303182 1.671865 0.360417 0.0 -0.1 0.0
H -2.035950 1.226896 -2.056223 0.1 0.1 0.1
H -0.570371 0.799346 -1.157336 0.0 0.1 0.0
H -2.635747 -1.010057 -2.130266 0.1 0.0 0.0
H -1.359048 -1.948560 -0.196459 0.0 0.0 0.0
H -1.323997 -2.806673 -1.743948 0.0 0.0 0.1
H 0.778479 -0.801220 -0.847682 0.0 0.0 -0.1
H 0.831956 -1.764458 -2.315354 0.0 0.1 0.0
H 0.594607 -3.106866 0.408560 0.0 -0.1 0.0
H 1.191571 -3.798252 -1.099405 0.0 -0.1 0.0
H 3.142671 -2.097061 -0.910035 0.0 -0.1 0.1
H 3.123717 -3.444395 0.254301 0.0 0.1 -0.1
H 3.351662 2.541760 -0.462402 0.1 0.1 -0.1
H 0.541569 3.938636 -0.071799 0.0 0.1 0.0
H 0.802783 4.144857 1.658799 0.0 0.1 0.0
H 2.128369 4.427477 0.519216 0.0 0.1 0.0
H 0.071330 1.831549 2.182960 -0.1 0.0 0.1
```
Forces are in eV/Å.

Values from the calculation:
orbital gap	9.3	eV
structure (SMILES)	COCCNCCCCOc1c(Cl)cc(C)cc1Br
HOMO	-0.3177	hartree


It is found that the largest force on an atom values, taken in the order of the records, are 1.1, 2.2, 1.6, 0.8, 10.0, 0.7 eV/Å.